DFT (ωB97M-V/def2-TZVPD) results for a cluster of 2 separate species, C2H8S4 in total at a distorted geometry.

Properties
Charge: 0
Energy relative to the best compared isomer or geometry (same formula, charge and spin) (kcal per mole): 14.0
Multiplicity: 1
Highest occupied orbital energy (eV): -8.42
Orbital gap (eV): 8.829
SMILES string: CSS.CSS

Cartesian coordinates (Å):
C 1.046 -0.186 1.338
S 2.027 0.982 0.386
S 2.280 2.642 1.603
H 0.040 0.162 1.553
H 1.593 -0.336 2.279
H 1.020 -1.218 0.996
H 1.194 2.593 2.389
C -1.114 0.133 -1.955
S -2.232 -1.313 -2.140
S -2.100 -2.158 -0.302
H -1.616 0.892 -2.558
H -0.069 -0.013 -2.200
H -1.222 0.496 -0.934
H -0.848 -2.675 -0.457

Atom charges from the Löwdin analysis, given in e for atoms 1 to 2:
1 C -0.510
2 S 0.334